1.
The following is a DFT calculation (wB97M-V/def2-TZVPD) of a cluster of 2 separate species, C3H9NO in total in a non-equilibrium geometry.

Structure (XYZ):
```
14
C3H9NO, DFT wB97M-V/def2-TZVPD
C 0.320 1.762 -1.879
C 0.137 1.409 -0.540
N 1.147 1.455 0.374
H -0.690 1.956 -2.444
H 1.235 1.421 -2.421
H -0.698 0.736 -0.191
H 0.894 1.833 1.280
H 2.033 1.711 -0.033
C -0.975 -1.895 1.445
O -0.635 -2.270 0.159
H -0.395 -2.498 2.209
H -2.035 -1.679 1.632
H -0.590 -0.895 1.869
H 0.406 -2.266 0.058
```

Computed properties:
Lowest unoccupied orbital energy ... 0.84 eV
ΔE to the lowest compared entry with this formula, charge and spin ... 354.2 kJ/mol
HOMO ... -7.84 eV
Frontier orbital gap ... 8.7 eV
Energy ... -249.5788 hartree



2.
The following is a DFT calculation (wB97M-V/def2-TZVPD) of a cluster of 3 separate species, C3H9NO in total in a non-equilibrium geometry.

Structure (XYZ):
```
14
C3H9NO, DFT wB97M-V/def2-TZVPD
C 0.017 -0.109 0.047
C 0.285 1.243 0.648
C 1.207 -0.988 -0.198
N -1.145 -0.706 0.344
O -2.235 -0.005 0.119
H -1.714 0.549 -1.158
H -1.217 -1.685 0.058
H -0.852 0.580 -1.477
H -0.649 1.770 0.824
H 0.813 1.128 1.600
H 1.808 -1.098 0.709
H 0.921 -1.983 -0.542
H 0.915 1.833 -0.017
H 1.846 -0.531 -0.955
```

Computed properties:
Lowest unoccupied orbital energy ... 0.87 eV
ΔE to the lowest compared entry with this formula, charge and spin ... 429.1 kJ/mol
HOMO ... -9.09 eV
Frontier orbital gap ... 10.0 eV
Energy ... -249.5502 hartree



3.
The following is a DFT calculation (wB97M-V/def2-TZVPD) of an isolated molecule of C3H9NO in a non-equilibrium geometry.

Structure (XYZ):
```
14
C3H9NO, DFT wB97M-V/def2-TZVPD
N 1.852 0.883 0.724
C 1.166 -0.384 0.898
C -0.371 -0.326 0.594
C -0.616 -0.321 -0.927
O -1.965 0.068 -1.171
H 1.772 1.322 1.636
H 1.263 1.454 0.130
H 1.397 -1.183 0.122
H 1.241 -0.777 1.907
H -0.806 0.552 1.086
H -0.843 -1.228 1.078
H -0.428 -1.332 -1.250
H -0.020 0.393 -1.576
H -2.032 0.026 -2.132
```

Computed properties:
Lowest unoccupied orbital energy ... 0.94 eV
ΔE to the lowest compared entry with this formula, charge and spin ... 135.6 kJ/mol
HOMO ... -9.44 eV
Frontier orbital gap ... 10.4 eV
Energy ... -249.6620 hartree



- HOMO of number 3 (C3H9NO)?
  -9.44 eV



- Among the records above, which one has the highest frontier orbital gap?
  number 3



- Which value of frontier orbital gap does entry 1 give?
  8.7 eV



- Look up the frontier orbital gap of the first one.
  8.7 eV